# 1
An isolated molecule of C6H15NO at a distorted geometry. Source: the Open Molecules 2025 dataset; level of theory: ωB97M-V with the def2-TZVPD basis set.

Summary:
Energy above the lowest of the compared OMol25 structures with the same formula, charge and spin: 40.8 kcal/mol
Multiplicity: 1
SMILES: CC(C)CCNCO
LUMO level: 1.1 eV

Cartesian coordinates (Å):
1 C -2.59083 -1.19042 0.27095
2 C -1.27889 -0.69794 0.87015
3 C -1.18141 -1.01167 2.35730
4 C -0.12726 -1.42921 0.13714
5 C 0.61666 -0.59586 -0.91072
6 N 1.25085 0.59880 -0.34595
7 C 1.62852 1.49968 -1.44841
8 O 1.82097 2.80667 -0.99350
9 H -2.53809 -1.67682 -0.70563
10 H -3.03759 -2.00673 0.86370
11 H -3.35338 -0.40412 0.18155
12 H -1.20208 0.37015 0.62133
13 H -1.48918 -1.99281 2.68629
14 H -0.12478 -0.93421 2.62560
15 H -1.73376 -0.24544 2.90949
16 H -0.40929 -2.31893 -0.44512
17 H 0.58924 -1.89546 0.83631
18 H -0.08242 -0.29410 -1.69920
19 H 1.38479 -1.28150 -1.30494
20 H 0.76258 1.02431 0.42771
21 H 0.77779 1.59105 -2.14981
22 H 2.54753 1.10213 -1.88294
23 H 2.54367 2.89895 -0.38871

Forces on atoms 1 to 2 (eV/Å):
C -1.5 -0.4 0.0
C 0.2 -1.7 -1.2

Löwdin atomic charge list, values in e, 6 entries:
1 C -0.090
2 C -0.417
3 C -0.083
4 C -0.193
5 C -0.248
6 N -0.059

=====

# 2
An isolated molecule of C6H15NO at a distorted geometry. Source: the Open Molecules 2025 dataset; level of theory: ωB97M-V with the def2-TZVPD basis set.

Summary:
Energy above the lowest of the compared OMol25 structures with the same formula, charge and spin: 34.1 kcal/mol
Multiplicity: 1
SMILES: CCN[C@@H](C)[C@@H](C)O
LUMO level: 1.0 eV

Cartesian coordinates (Å):
1 C 1.56767 2.30452 1.01288
2 C 0.12495 1.95035 0.63779
3 N -0.30561 0.62151 1.08547
4 C -0.06104 -0.63889 0.42947
5 C -0.74769 -1.72005 1.26339
6 C -0.58611 -0.71550 -1.02314
7 C 0.00797 0.25799 -2.02115
8 O -0.21921 -2.02349 -1.51300
9 H 1.65792 2.67802 2.03967
10 H 2.17844 1.39423 0.96492
11 H 1.99719 3.03131 0.33969
12 H -0.04392 2.04511 -0.41640
13 H -0.52716 2.59749 1.19537
14 H -0.32975 0.58214 2.09035
15 H 1.00026 -0.92207 0.35246
16 H -0.21244 -1.83312 2.21093
17 H -0.65230 -2.67930 0.77389
18 H -1.79104 -1.46120 1.43684
19 H -1.67367 -0.67446 -0.98252
20 H 1.01554 0.58727 -1.77484
21 H -0.61021 1.12963 -2.14316
22 H 0.03156 -0.25058 -2.98786
23 H -0.86260 -2.65791 -1.17518

Forces on atoms 1 to 2 (eV/Å):
C 0.2 -0.7 0.1
C 0.4 -1.0 1.1

Löwdin atomic charge list, values in e, 6 entries:
1 C -0.089
2 C -0.256
3 N -0.042
4 C -0.382
5 C -0.054
6 C -0.376

=====

# 3
A cluster of 2 separate species, C6H15NO in total at a distorted geometry. Source: the Open Molecules 2025 dataset; level of theory: ωB97M-V with the def2-TZVPD basis set.

Summary:
Energy above the lowest of the compared OMol25 structures with the same formula, charge and spin: 41.6 kcal/mol
Multiplicity: 1
SMILES: C=CCCCCN.O
LUMO level: 0.9 eV

Cartesian coordinates (Å):
1 C 2.12147 0.32151 2.25907
2 C 1.74440 1.12546 1.27992
3 C 1.36776 0.69186 -0.12674
4 C 0.12587 1.46888 -0.60315
5 C -1.20656 0.98376 -0.03129
6 C -1.50225 -0.46144 -0.38656
7 N -1.86431 -0.67063 -1.80828
8 H 2.34256 0.69136 3.25248
9 H 2.18898 -0.74462 2.11190
10 H 1.85238 2.19857 1.35360
11 H 2.19495 0.89849 -0.80401
12 H 1.20249 -0.38788 -0.07041
13 H 0.08240 1.37996 -1.69362
14 H 0.31245 2.52190 -0.41154
15 H -1.14633 1.09138 1.05706
16 H -2.01970 1.57670 -0.45652
17 H -0.65843 -1.12949 -0.27657
18 H -2.33191 -0.92991 0.13447
19 H -2.57253 -0.01610 -2.13024
20 H -1.05351 -0.56853 -2.40185
21 O -0.33012 -3.65252 -0.33944
22 H 0.21433 -3.36261 0.41979
23 H -1.06439 -3.02609 -0.32807

Forces on atoms 1 to 2 (eV/Å):
C -0.3 0.2 0.3
C 0.6 -0.1 -1.0

Löwdin atomic charge list, values in e, 6 entries:
1 C 0.000
2 C -0.193
3 C -0.203
4 C -0.218
5 C -0.195
6 C -0.292

=====

# 4
An isolated molecule of C6H15NO at a distorted geometry. Source: the Open Molecules 2025 dataset; level of theory: ωB97M-V with the def2-TZVPD basis set.

Summary:
Energy above the lowest of the compared OMol25 structures with the same formula, charge and spin: 88.1 kcal/mol
Multiplicity: 1
SMILES: CCN(C)[C@@H](C)CO
LUMO level: 0.8 eV

Cartesian coordinates (Å):
1 C -2.01739 -0.29351 -1.50927
2 C -0.43864 -0.45225 -1.41240
3 N 0.04096 -0.84838 -0.12223
4 C 0.72891 -2.04875 0.08124
5 C 0.63453 0.36033 0.70763
6 C 1.75434 1.15330 0.08723
7 C -0.60275 1.06147 1.24866
8 O -0.22980 2.05793 2.22569
9 H -2.41285 0.76766 -1.83936
10 H -2.47433 -0.34223 -0.52170
11 H -2.45610 -1.11394 -2.21484
12 H 0.00539 0.37715 -1.84745
13 H -0.32416 -1.26597 -2.17963
14 H 0.26611 -2.43073 0.98199
15 H 1.09496 -2.67994 -0.69582
16 H 1.84032 -1.79216 0.43379
17 H 0.97919 -0.18780 1.59956
18 H 2.69605 1.19476 0.52419
19 H 1.46541 2.15473 -0.09169
20 H 1.91735 0.76064 -0.88275
21 H -1.31945 1.64606 0.59389
22 H -1.27314 0.44006 1.83779
23 H 0.12510 1.48158 2.99548

Forces on atoms 1 to 2 (eV/Å):
C -1.0 1.1 -1.0
C -2.7 -2.8 -1.1

Löwdin atomic charge list, values in e, 6 entries:
1 C -0.101
2 C -0.261
3 N -0.212
4 C -0.125
5 C -0.287
6 C -0.029

=====

# 5
A cluster of 2 separate species, C6H15NO in total at a distorted geometry. Source: the Open Molecules 2025 dataset; level of theory: ωB97M-V with the def2-TZVPD basis set.

Summary:
Energy above the lowest of the compared OMol25 structures with the same formula, charge and spin: 88.8 kcal/mol
Multiplicity: 1
SMILES: C=CCCCCN.O
LUMO level: 0.7 eV

Cartesian coordinates (Å):
1 C 3.73485 1.71878 0.29643
2 C 2.48078 1.95732 0.02123
3 C 1.33101 0.93864 0.23281
4 C 0.58345 0.29772 -0.82209
5 C 0.14316 -1.17401 -0.64960
6 C -0.39068 -1.63846 0.67451
7 N 0.62516 -2.25626 1.47848
8 H 4.45832 2.50843 0.41498
9 H 4.20732 0.73874 0.55262
10 H 1.98715 2.89396 -0.21112
11 H 1.89382 0.30143 0.75257
12 H 0.70131 1.49709 0.92965
13 H 1.17093 0.30567 -1.67698
14 H -0.30316 0.89666 -1.23242
15 H -0.73881 -1.22170 -1.43367
16 H 0.90763 -1.90694 -0.93902
17 H -0.93273 -0.97977 1.53070
18 H -1.20643 -2.46684 0.51983
19 H 0.93347 -1.93377 2.39702
20 H 0.65554 -3.27089 1.34794
21 O -6.57124 0.65210 -1.09160
22 H -5.75059 0.22588 -1.26127
23 H -7.08539 0.38910 -1.82713

Forces on atoms 1 to 2 (eV/Å):
C 1.8 -0.4 0.7
C -2.9 -0.4 -0.8

Löwdin atomic charge list, values in e, 6 entries:
1 C -0.017
2 C -0.169
3 C -0.235
4 C -0.236
5 C -0.210
6 C -0.345

=====

# 6
A cluster of 2 separate species, C6H15NO in total at a distorted geometry. Source: the Open Molecules 2025 dataset; level of theory: ωB97M-V with the def2-TZVPD basis set.

Summary:
Energy above the lowest of the compared OMol25 structures with the same formula, charge and spin: 68.5 kcal/mol
Multiplicity: 1
SMILES: C=C(C)C[C@H](C)N.O
LUMO level: 0.7 eV

Cartesian coordinates (Å):
1 C 1.78435 -0.29447 -0.93865
2 C 0.63283 0.47694 -1.10807
3 C 0.58916 1.50724 -2.13586
4 C -0.59294 0.37053 -0.30761
5 C -0.36216 0.47819 1.26477
6 C -0.73941 -0.69526 2.08273
7 N -1.10064 1.81176 1.77251
8 H 1.85102 -0.99578 -0.19291
9 H 2.53771 -0.37373 -1.74958
10 H -0.24492 1.49962 -2.82471
11 H 1.54395 1.56077 -2.68547
12 H 0.46550 2.46067 -1.69445
13 H -1.13274 -0.52885 -0.36402
14 H -1.38200 1.04847 -0.60612
15 H 0.81190 0.63550 1.39605
16 H -0.98007 -0.30100 3.11912
17 H -1.60561 -1.27155 1.65620
18 H -0.02851 -1.58189 2.09872
19 H -1.18879 2.40366 0.97152
20 H -1.94324 1.47695 2.09282
21 O 0.10087 -3.06808 -0.39876
22 H 0.07760 -3.94981 -0.82128
23 H 0.90615 -2.66989 -0.62696

Forces on atoms 1 to 2 (eV/Å):
C -2.6 2.5 -2.8
C 2.7 -2.4 0.0

Löwdin atomic charge list, values in e, 6 entries:
1 C 0.054
2 C -0.351
3 C -0.084
4 C -0.149
5 C -0.367
6 C -0.114

=====

# 7
An isolated molecule of C6H15NO at a distorted geometry. Source: the Open Molecules 2025 dataset; level of theory: ωB97M-V with the def2-TZVPD basis set.

Summary:
Energy above the lowest of the compared OMol25 structures with the same formula, charge and spin: 86.9 kcal/mol
Multiplicity: 1
SMILES: CCN[C@@H](C)[C@@H](C)O
LUMO level: 0.9 eV

Cartesian coordinates (Å):
1 C 0.79980 0.67638 -2.46689
2 C 1.64116 0.98742 -1.25259
3 N 1.31824 0.46199 0.13609
4 C 0.16284 -0.48571 0.22674
5 C 0.83456 -1.73716 0.88997
6 C -1.06360 -0.02763 1.11303
7 C -1.57489 1.17737 0.29754
8 O -2.12525 -1.04313 1.18818
9 H 0.27734 -0.30057 -2.53501
10 H -0.15414 1.23187 -2.70075
11 H 1.55288 0.90670 -3.21796
12 H 1.69770 2.03913 -1.08777
13 H 2.80899 0.69026 -1.31188
14 H 1.35702 1.15755 0.80432
15 H -0.11153 -0.81723 -0.81792
16 H 1.88999 -1.95110 0.60973
17 H 0.44098 -2.62207 0.77601
18 H 0.91146 -1.60842 2.01310
19 H -0.66321 0.16823 2.21324
20 H -2.08264 0.73105 -0.61960
21 H -0.79747 1.68199 -0.12728
22 H -2.34665 1.92517 0.74086
23 H -1.80564 -1.66546 1.95593

Forces on atoms 1 to 2 (eV/Å):
C -1.2 -0.1 -0.5
C 2.4 -0.8 2.9

Löwdin atomic charge list, values in e, 6 entries:
1 C -0.120
2 C -0.260
3 N -0.054
4 C -0.330
5 C -0.068
6 C -0.369

=====

# 8
A cluster of 2 separate species, C6H15NO in total at a distorted geometry. Source: the Open Molecules 2025 dataset; level of theory: ωB97M-V with the def2-TZVPD basis set.

Summary:
Energy above the lowest of the compared OMol25 structures with the same formula, charge and spin: 11.1 kcal/mol
Multiplicity: 1
SMILES: CC(N)=O.CC(C)C
LUMO level: 0.9 eV

Cartesian coordinates (Å):
1 C 0.38190 -2.42180 -0.62567
2 C -0.35584 -1.43494 -1.48506
3 N 0.44571 -0.56256 -2.16960
4 O -1.55940 -1.46885 -1.65609
5 H 0.76397 -1.97279 0.29469
6 H 1.24653 -2.82617 -1.15491
7 H -0.28315 -3.22580 -0.33405
8 H 0.10358 0.04989 -2.88901
9 H 1.39787 -0.52286 -1.85433
10 C 0.15098 1.62579 2.77176
11 C 0.08681 0.97248 1.36322
12 C -1.02703 1.61395 0.55569
13 C 1.44702 1.14753 0.66520
14 H -0.11611 2.67985 2.77257
15 H 1.12089 1.44298 3.22342
16 H -0.61354 1.16699 3.40776
17 H -0.06471 -0.07700 1.59911
18 H -0.68124 2.49788 0.00591
19 H -1.39130 0.96332 -0.24356
20 H -1.86026 1.98708 1.15150
21 H 2.26248 0.92122 1.35087
22 H 1.45864 0.50439 -0.21382
23 H 1.56960 2.16794 0.28894

Forces on atoms 1 to 2 (eV/Å):
C 0.4 -0.1 0.5
C -0.6 0.1 -1.0

Löwdin atomic charge list, values in e, 6 entries:
1 C -0.009
2 C -0.606
3 N 0.145
4 O 0.037
5 H 0.071
6 H 0.083

=====

# 9
A cluster of 2 separate species, C6H15NO2 in total. Source: the Open Molecules 2025 dataset; level of theory: ωB97M-V with the def2-TZVPD basis set.

Summary:
Energy above the lowest of the compared OMol25 structures with the same formula, charge and spin: 78.1 kcal/mol
Multiplicity: 1
SMILES: C=CC(C)(C)O.CNO
LUMO level: 0.8 eV

Cartesian coordinates (Å):
1 C -0.87804 2.08038 -0.42783
2 C -0.44965 1.10121 0.35274
3 C 0.98574 0.62467 0.44741
4 C 1.68853 1.57124 1.42869
5 C 1.68682 0.63083 -0.91924
6 O 1.08383 -0.66087 1.03426
7 H -1.90738 2.40129 -0.41758
8 H -0.23721 2.57512 -1.13581
9 H -1.11251 0.66317 1.08965
10 H 1.19406 1.51867 2.39505
11 H 1.65727 2.59422 1.06500
12 H 2.72265 1.26091 1.55579
13 H 1.84806 1.64472 -1.27136
14 H 2.65270 0.14087 -0.82126
15 H 1.09278 0.09219 -1.65504
16 H 0.59442 -1.30002 0.49007
17 C -2.12470 -2.31014 0.24308
18 N -0.99155 -1.73836 -0.46269
19 O -1.00032 -2.11369 -1.84371
20 H -2.07182 -3.39792 0.16676
21 H -3.08269 -1.96876 -0.14134
22 H -2.02487 -2.02096 1.28707
23 H -1.11071 -0.72258 -0.48591
24 H -0.21549 -2.66617 -1.97378

Forces on atoms 1 to 2 (eV/Å):
C -0.3 -0.2 -0.1
C 0.3 0.2 0.2

Löwdin atomic charge list, values in e, 6 entries:
1 C 0.036
2 C -0.157
3 C -0.634
4 C -0.024
5 C -0.023
6 O -0.045

=====

# 10
A cluster of 2 separate species, C6H15NO2 in total at a distorted geometry. Source: the Open Molecules 2025 dataset; level of theory: ωB97M-V with the def2-TZVPD basis set.

Summary:
Energy above the lowest of the compared OMol25 structures with the same formula, charge and spin: 60.1 kcal/mol
Multiplicity: 1
SMILES: CC(C)(O)O.C/C=N/C
LUMO level: 0.8 eV

Cartesian coordinates (Å):
1 C 2.42648 1.38484 0.99387
2 C 1.45334 0.28049 0.60093
3 C 1.11128 0.52465 -1.07420
4 O 0.34316 0.36246 1.38235
5 O 2.07139 -0.97229 0.67145
6 H 1.97110 2.35337 0.81761
7 H 3.34416 1.30809 0.41641
8 H 2.65785 1.29573 2.05559
9 H 2.11860 0.59684 -1.47349
10 H 0.67209 -0.30079 -1.62290
11 H 0.59216 1.47571 -1.13843
12 H -0.49876 -0.06487 0.90559
13 H 2.01378 -1.30381 1.57051
14 C -2.50077 1.09748 -0.29006
15 C -1.99573 -0.27875 -0.00162
16 N -1.35708 -0.93194 -0.90631
17 C -1.06944 -2.32094 -0.68657
18 H -3.49411 1.26105 0.12958
19 H -1.84294 1.83971 0.16251
20 H -2.53342 1.29273 -1.36115
21 H -2.50388 -0.81706 0.81503
22 H -0.01373 -2.49982 -0.88516
23 H -1.31024 -2.67988 0.32444
24 H -1.65527 -2.90301 -1.40597

Forces on atoms 1 to 2 (eV/Å):
C -0.3 -0.2 0.2
C 0.0 0.8 -3.9

Löwdin atomic charge list, values in e, 6 entries:
1 C -0.025
2 C -0.675
3 C 0.015
4 O -0.026
5 O -0.004
6 H 0.082

=====

Number 1: molar mass 117.2 g mol⁻¹, HOMO-LUMO gap 0.3617 Eh. Number 2: molar mass 117.2 g mol⁻¹, HOMO-LUMO gap 0.3444 Eh. Number 3: molar mass 117.2 g mol⁻¹, HOMO-LUMO gap 0.3793 Eh. Number 4: molar mass 117.2 g mol⁻¹, HOMO-LUMO gap 0.3308 Eh. Number 5: molar mass 117.2 g mol⁻¹, HOMO-LUMO gap 0.3472 Eh. Number 6: molar mass 117.2 g mol⁻¹, HOMO-LUMO gap 0.3492 Eh. Number 7: molar mass 117.2 g mol⁻¹, HOMO-LUMO gap 0.3392 Eh. Number 8: molar mass 117.2 g mol⁻¹, HOMO-LUMO gap 0.3947 Eh. Number 9: molar mass 133.2 g mol⁻¹, HOMO-LUMO gap 0.3871 Eh. Number 10: molar mass 133.2 g mol⁻¹, HOMO-LUMO gap 0.3853 Eh.